A cluster of 2 separate species, C4H12N2O in total in a non-equilibrium geometry, computed with wB97M-V/def2-TZVPD.

Values from the calculation:
Total charge ... 0
DFT total energy ... -9365.93912 eV
Multiplicity ... 1
Highest occupied orbital energy ... -7.979 eV
Kohn-Sham gap ... 0.3236 hartree
LUMO level ... 0.827 eV

Structure (XYZ):
```
19
C4H12N2O | OMol25 | wB97M-V/def2-TZVPD
C 1.91 1.31 -0.12
N 1.45 -0.10 -0.40
C 1.52 -0.93 0.81
O 2.17 -0.72 -1.35
H 1.30 1.70 0.68
H 3.03 1.21 0.17
H 2.10 1.82 -1.04
H 0.46 -0.09 -0.71
H 2.65 -0.92 1.01
H 0.94 -0.43 1.65
H 1.33 -1.96 0.70
C -2.45 0.18 -1.50
N -1.67 0.28 -0.52
C -2.20 -0.35 0.82
H -3.44 -0.34 -1.38
H -2.38 0.67 -2.42
H -2.45 0.43 1.56
H -2.96 -1.10 0.70
H -1.29 -0.67 1.33
```